Density functional theory data (wB97M-V/def2-TZVPD) for a cluster of 12 separate species, C49H116F15N7O22S5 in total.

The geometry in XYZ format:
```
214
Properties=species:S:1:pos:R:3:forces:R:3:lowdin_charge:R:1
S -0.7144 1.0542 4.8564 -0.6 0.4 1.4 0.521
S -3.5629 -0.7277 0.1779 -0.4 -0.5 -1.3 0.477
S -1.3615 2.8743 -4.6693 -1.0 1.0 0.1 0.452
S -0.5755 -5.4526 -1.3575 0.0 2.2 1.4 0.547
S 3.7080 0.0673 -4.3695 -0.2 -1.7 1.2 0.559
F -4.2385 -1.8597 -2.1384 -0.6 0.2 0.3 0.096
F 5.9655 -1.4114 -4.6300 -0.1 0.4 0.1 0.143
F 0.4791 -3.1443 -1.8127 -0.6 2.5 -0.3 0.131
F 1.6393 -4.2166 -0.3812 0.2 -0.1 0.2 0.117
F -0.2169 0.8501 7.4993 0.3 -0.2 -0.6 0.103
F -2.6636 5.1893 -4.9329 -0.4 -0.4 -0.2 0.098
F -3.6898 -3.2714 -0.6339 0.4 -0.3 0.4 0.148
F 5.1513 -0.6222 -6.4788 0.3 0.3 -0.3 0.123
F -0.5798 5.3804 -5.2596 0.2 -0.6 -0.3 0.092
F 1.0453 2.2774 6.4285 0.6 -0.3 -0.1 0.125
F -1.8088 4.4195 -6.7585 -0.1 -0.1 -1.1 0.161
F 1.7264 -4.7279 -2.4812 0.7 -0.2 -0.5 0.140
F -0.9323 2.7835 6.9864 -0.8 0.3 -0.5 0.136
F -5.6267 -2.3847 -0.4959 0.0 0.5 -0.2 0.141
F 4.2242 -2.2906 -5.5080 -0.4 -0.4 0.0 0.124
O -2.4472 2.1520 -5.3211 0.6 -0.4 0.3 -0.326
O 0.2688 -0.0054 4.6432 -0.3 0.3 -0.1 -0.325
O -1.2414 -5.1734 -2.6312 0.4 -0.6 0.8 -0.327
O 3.2947 -0.6688 0.8997 -0.9 -0.2 -0.5 -0.200
O -2.6388 -3.1360 -7.2801 -0.1 -1.2 -2.0 -0.099
O -1.5689 3.1737 -3.2682 -0.3 -0.2 0.3 -0.316
O -1.2062 -4.7833 -0.1658 0.6 -1.3 -1.9 -0.396
O -0.0143 2.5249 -4.9954 0.7 -0.5 -0.6 -0.290
O -3.5388 -1.2671 1.5047 0.3 -0.3 0.8 -0.312
O -6.6763 2.9514 -5.4402 -0.2 -0.7 -2.0 -0.063
O -0.6654 2.1710 3.9301 0.1 -0.5 0.1 -0.317
O 2.4836 0.1617 -5.2161 2.0 0.3 1.0 -0.353
O 3.4579 -0.6406 -3.0769 0.2 1.2 -1.9 -0.339
O -2.0566 0.5894 5.2019 0.9 0.0 -0.4 -0.341
O 4.5952 1.2302 -4.2731 -1.2 -0.4 -0.3 -0.327
O -4.4334 0.4242 0.0463 -0.6 0.2 -0.3 -0.351
O 0.1571 -2.7616 5.2708 1.5 1.2 -0.3 -0.100
O -2.3060 -0.5360 -0.5096 0.3 -0.3 0.3 -0.311
O -8.0883 2.9734 3.9793 -0.4 0.2 0.4 -0.067
O 1.7656 6.8033 -7.2496 0.7 0.9 1.7 -0.196
O -0.0505 -6.7565 -1.0727 -0.2 -0.2 -0.4 -0.288
O 2.8821 -4.0222 8.3343 -0.4 -0.6 -1.5 -0.212
N -0.6822 -2.3619 -5.1569 0.5 0.7 1.5 -0.345
N 5.3625 -3.7983 10.2498 1.0 -1.7 -0.6 -0.294
N -1.2691 -4.4841 3.0298 -1.7 -0.6 1.6 -0.311
N -5.2404 1.7432 3.3922 0.7 0.5 0.9 -0.337
N 1.1354 1.4031 0.1253 -2.0 -0.5 1.7 -0.227
N 3.3901 4.1058 -6.6144 -0.1 -0.9 0.2 -0.247
N -5.2979 2.6060 -2.7277 0.4 1.2 -0.2 -0.304
C -4.3530 -2.1489 -0.8170 0.6 0.6 -0.1 -0.632
C 1.3029 1.2475 -1.3526 0.1 -1.3 -0.4 -0.138
C 2.5967 3.5304 0.1578 -0.2 -0.5 0.5 -0.040
C 2.7410 4.8504 -5.3962 2.1 0.0 -0.6 -0.115
C -4.6529 0.4797 4.0223 -1.4 -0.1 -1.5 0.031
C 7.2435 -2.2743 10.9817 0.5 0.9 0.7 -0.071
C 0.3586 0.3089 -2.1544 0.5 1.2 0.8 -0.041
C 5.0922 -5.1942 9.6826 1.6 -0.8 0.4 -0.147
C 3.3227 4.9447 -7.8358 -1.2 0.8 -1.1 -0.080
C -6.7308 2.5052 -2.3574 -0.6 0.3 -0.2 -0.007
C -4.7894 1.2456 -3.1791 2.3 1.9 -0.2 0.037
C 4.8977 -3.8025 11.6115 -0.7 -1.4 2.0 -0.018
C 0.7510 -2.3300 -4.6078 0.5 -0.5 -0.4 0.031
C 3.0159 4.0936 -4.1208 0.3 0.3 0.3 -0.063
C -0.1877 1.7874 6.5238 0.2 -0.2 0.1 -0.655
C -0.1760 2.1672 0.5882 1.1 -2.0 -1.3 0.079
C -5.2858 3.1880 -5.2949 -0.6 -0.8 1.5 -0.237
C 4.6540 -2.8033 9.4311 0.6 0.6 0.1 -0.102
C -4.5845 3.2270 -1.4760 -0.1 -0.1 -1.2 0.035
C 0.7803 7.7828 -7.5528 0.0 -1.2 -2.4 -0.058
C -1.6186 -4.2242 4.5185 1.3 -1.1 -0.6 -0.094
C 2.2966 2.1217 0.6502 1.0 0.5 1.6 -0.208
C 4.2654 -1.5482 0.3493 1.2 1.4 0.4 -0.080
C -4.1853 2.5774 2.6939 0.0 -1.5 -0.1 0.041
C 4.8427 -1.1330 -5.2900 -0.6 0.1 0.4 -0.675
C 0.9252 -4.3164 -1.5118 -0.8 -2.6 0.7 -0.710
C 0.1904 -4.6524 2.8075 -0.1 0.7 0.4 0.020
C -1.6206 -2.0340 -4.0675 -1.5 0.8 1.1 0.003
C 2.6723 2.7554 -6.8100 0.4 1.3 -2.3 0.035
C -2.2335 -4.0980 -6.2980 0.3 1.1 0.3 -0.178
C -6.2128 1.3699 2.3844 -2.2 -0.3 0.2 -0.023
C -1.9564 -3.4105 2.2209 0.5 -0.2 -0.8 -0.017
C -5.8650 2.5535 4.5339 -0.1 0.4 -0.5 -0.078
C -1.6167 4.5206 -5.4732 0.6 1.2 1.5 -0.650
C -6.8413 3.6363 4.0653 0.4 0.2 -1.1 -0.238
C 5.7233 3.1868 -7.4413 -1.2 1.2 -1.9 -0.054
C -1.9266 -5.8451 2.7141 -0.2 0.8 -1.6 0.019
C -5.0945 3.6103 -3.8673 0.0 0.8 0.5 -0.119
C 6.8643 -3.5201 10.2519 -0.1 -0.5 1.6 -0.167
C -0.8525 -3.6906 -5.6934 -2.2 -2.3 0.2 -0.122
C 3.1944 -2.9698 9.1648 -0.9 1.5 -0.1 -0.248
C 1.9250 5.6754 -8.0266 0.4 -1.5 0.5 -0.198
C 1.9646 -0.9719 0.3646 2.3 -0.3 1.2 -0.182
C 4.8577 3.8080 -6.3702 0.3 0.5 2.4 -0.189
C -1.2024 -2.9079 5.0867 -1.1 1.2 0.6 -0.274
C 5.9039 -5.4650 8.4228 -2.3 0.5 -0.1 -0.043
C -0.8313 -1.2649 -6.1283 0.3 0.8 -0.3 0.007
C 1.6198 -3.7961 7.6003 1.2 0.8 1.6 -0.015
C 1.0337 0.0374 0.8932 -1.8 0.4 -1.3 -0.054
H 4.8213 -1.8643 9.9734 -0.2 0.0 -0.5 0.139
H 0.9658 -1.3366 -4.1587 -0.2 -0.9 -0.4 0.072
H 7.3308 -4.3454 10.8199 -0.3 0.0 -0.6 0.152
H -1.2827 -1.0964 -3.5632 -0.2 -0.8 -0.5 0.100
H 2.5514 -3.0001 10.0398 0.1 0.0 0.6 0.135
H 0.3262 -1.7694 5.2575 -0.1 -1.2 -0.2 0.080
H -5.7305 1.0664 1.4892 0.6 -0.4 -0.6 0.053
H -5.4820 -0.0556 4.5199 0.5 0.4 -0.2 0.123
H 1.2455 0.1977 1.9523 -0.5 0.3 -0.1 0.134
H -4.0837 3.9545 -3.7890 0.6 0.0 0.3 0.088
H -1.6741 -2.7438 6.0932 -0.3 -0.4 -0.9 0.150
H -1.6016 -6.6775 3.3360 0.6 0.4 0.0 0.105
H 8.3062 -2.1518 10.7779 0.0 0.5 -0.4 0.099
H 3.8881 -2.0447 -0.5198 0.2 0.0 -0.9 0.075
H -2.6915 -4.3087 4.5835 -0.3 -0.2 0.0 0.129
H -7.3269 2.5190 -3.3004 0.3 -0.1 0.9 0.109
H -6.8438 2.7353 -6.3957 0.0 0.3 1.4 0.129
H -1.6954 -5.9602 1.6305 -0.2 -0.4 0.8 0.093
H 1.3987 -4.7035 7.0605 0.0 0.0 -0.2 0.089
H -0.6529 -0.3803 -5.5400 0.5 0.6 -0.2 0.089
H -2.7339 -3.5620 -8.1846 0.2 0.7 1.8 0.131
H -0.1562 -3.7595 -6.4691 1.3 -0.4 -1.2 0.119
H -6.7903 1.5411 -1.8397 -0.5 0.4 0.1 0.108
H 5.6192 -4.6877 7.6952 0.7 -0.5 -0.1 0.093
H 2.9646 -1.9775 8.7041 -0.1 -0.5 0.0 0.151
H 2.9515 3.5139 -0.8777 -0.4 0.6 0.2 0.076
H -0.9777 1.4815 0.2328 0.2 1.0 0.3 0.089
H 7.2767 -2.3458 12.0677 -0.6 -0.3 0.1 0.089
H -6.6268 4.0641 3.0333 0.3 -0.3 1.2 0.129
H -5.0738 3.0236 5.1588 -0.3 -0.8 -0.5 0.152
H 3.3900 3.8968 0.8053 0.4 -0.2 -0.2 0.088
H 5.3975 -5.9820 10.3999 -0.1 0.8 0.2 0.146
H -0.1473 -1.3743 -6.9615 0.3 0.0 0.1 0.123
H 0.4412 0.6512 -3.2155 -0.4 -0.4 0.9 0.082
H -6.8581 2.2376 2.1732 0.2 -0.6 0.0 0.099
H 3.9866 4.3749 -3.6964 0.1 -0.4 -0.3 0.091
H 2.9600 3.0158 -4.3084 -0.1 0.3 0.6 0.054
H 1.7817 4.2024 0.4524 0.0 0.0 -0.9 0.083
H -1.5731 -2.1149 4.4151 -0.1 -0.1 0.4 0.106
H -8.8313 3.5677 4.1186 0.1 0.2 0.0 0.105
H 2.7863 2.0776 -6.0191 0.2 -0.4 1.3 0.024
H -3.5056 3.2531 -1.7086 -0.4 -0.5 0.4 0.090
H -4.8800 4.3179 -1.4106 -0.1 -1.4 0.0 0.122
H -0.1135 2.2073 1.6690 -0.2 0.0 0.2 0.067
H 2.3288 4.4224 -3.3429 -0.5 -0.3 -0.2 0.084
H 5.1805 -2.8143 8.4866 0.0 0.4 -0.3 0.142
H 6.6613 -1.3789 10.7185 0.5 -0.2 -0.1 0.092
H 0.9237 -3.1990 -3.9122 -0.5 1.2 -0.9 0.102
H -5.5062 0.7565 -3.7924 -0.7 -0.2 -0.5 0.110
H -6.7637 4.4701 4.7784 -0.5 -0.3 -0.1 0.132
H 0.6673 -3.6852 2.9373 0.1 0.0 0.3 0.100
H 3.5270 4.2350 -8.6628 -0.5 0.5 0.2 0.136
H 2.1800 2.1965 1.7510 -0.2 -0.2 -0.5 0.147
H -4.2544 -0.1420 3.2160 -0.1 0.1 0.0 0.081
H -2.1344 -5.1202 -6.6946 0.0 0.4 0.1 0.135
H 3.0810 2.2549 -7.7069 0.0 0.4 0.4 0.117
H 2.0362 -0.8650 -0.6999 0.0 -0.8 -0.6 0.080
H 0.2879 -4.9226 1.7727 0.3 -0.6 -0.4 0.076
H -5.7331 4.4812 -3.6629 0.0 -0.4 0.1 0.150
H -1.8242 -1.1546 -6.5245 -0.4 -0.5 0.1 0.095
H -3.0240 -3.4830 2.4341 0.2 0.1 -0.1 0.108
H 4.0271 -5.2706 9.5595 -0.2 0.0 -0.3 0.113
H 0.8888 -3.5883 8.3981 -0.3 -0.1 -0.6 0.101
H 1.3033 2.2411 -1.6943 -0.4 1.3 -0.8 0.101
H -4.9136 2.5992 -0.6198 0.7 0.6 -0.5 0.076
H 0.5833 -5.3745 3.5526 -0.2 0.4 -0.7 0.123
H -4.6122 2.3655 -5.5076 -0.4 -0.4 -0.3 0.093
H 1.6325 2.9514 -7.0089 -0.4 0.1 0.2 0.090
H 6.9408 -5.6103 8.5964 0.9 0.3 0.1 0.072
H 6.7195 3.1388 -7.0698 0.7 -0.4 0.6 0.079
H 1.7190 -1.9873 0.7340 -0.3 0.5 -0.6 0.137
H -3.5834 1.8681 2.0863 -0.5 0.6 0.1 0.107
H 5.3623 2.1965 -7.7586 0.3 0.4 0.2 0.087
H -6.8091 0.5218 2.7723 0.1 0.6 -0.3 0.133
H 1.7472 -2.9073 6.9627 -0.2 -0.6 0.1 0.085
H -3.8606 0.7423 4.6562 0.8 0.4 1.0 0.036
H -0.6256 0.2689 -1.7045 -0.5 0.5 -0.5 0.046
H 5.4496 -4.6120 12.1716 0.0 1.5 -0.3 0.143
H 1.8685 5.9508 -9.0432 -0.1 0.1 -1.5 0.112
H 0.7028 -0.6977 -2.0202 0.4 -0.5 -0.4 0.041
H 4.5477 -2.2877 1.0493 -0.1 -1.1 1.1 0.064
H 7.2964 -3.4640 9.2775 -0.4 -0.3 -0.9 0.123
H -4.9509 4.0022 -5.8838 0.3 1.0 -0.7 0.119
H 1.3882 -2.4862 -5.5052 -0.2 0.3 0.7 0.116
H -1.7177 -2.8171 -3.2913 0.3 0.1 -0.7 0.104
H -2.6196 -1.8069 -4.5278 0.9 -0.4 0.5 0.124
H 5.8154 3.8687 -8.3303 -0.2 -0.8 0.5 0.092
H -0.0395 7.8547 -6.8863 -0.5 -0.3 1.3 0.070
H 4.8555 -2.8008 12.0540 0.4 -0.4 0.0 0.126
H 3.9045 -4.2424 11.6628 -0.4 0.4 -0.4 0.112
H 2.3185 0.8709 -1.5353 -0.1 0.2 0.3 0.117
H -0.6484 -4.4361 -4.8967 0.1 0.5 -0.4 0.135
H -3.8221 1.4435 -3.7227 -1.1 -0.3 0.3 0.099
H 5.2940 4.7789 -5.9607 -0.5 -1.2 -0.7 0.160
H -1.5779 -2.4108 2.4258 0.0 -0.2 0.6 0.090
H -3.5597 2.8847 3.5039 0.6 1.0 0.1 0.091
H -0.0192 -0.3249 0.6447 1.2 0.5 0.8 0.144
H -6.9944 3.3734 -1.6857 0.1 -1.0 -0.8 0.121
H 3.1143 1.4395 0.4958 0.6 0.0 -0.1 0.117
H 4.1411 5.6931 -7.9221 -0.5 -0.4 0.8 0.152
H -4.5119 0.6750 -2.3383 -0.1 -0.6 1.2 0.051
H 5.2307 -0.9801 0.2234 -1.1 -0.4 -0.6 0.114
H -1.7490 -3.5551 1.1551 -0.3 -0.3 0.4 0.065
H -6.4987 1.8481 5.0894 0.5 0.2 0.1 0.141
H -1.1176 -5.0899 4.9889 -0.4 0.5 0.3 0.136
H 5.5160 -6.4152 8.0848 -0.1 -0.2 -0.5 0.096
H -4.6739 3.3437 2.0550 0.5 -0.4 0.8 0.114
H 0.2980 7.5315 -8.5208 0.3 0.2 0.2 0.102
H -0.1592 3.1491 0.1453 -0.2 0.1 -0.3 0.092
H 1.1293 4.9441 -7.8030 0.1 0.0 -0.2 0.122
H 4.8302 3.0759 -5.5501 0.2 0.4 0.0 0.091
H 3.3047 5.8135 -5.4270 -1.0 -0.4 0.2 0.145
H -3.0275 -4.0781 -5.5479 0.2 -0.3 0.2 0.119
H 1.2472 8.7361 -7.6584 0.4 0.7 0.0 0.083
H 1.6859 4.9534 -5.5973 0.0 0.1 -0.2 0.095
H -3.0189 -5.8045 2.8270 0.3 0.5 0.0 0.109
```
Positions in Å, forces in eV/Å.

Results
net charge	+2
2S+1	1
electronic energy	-7463.45348	a.u.
lowest unoccupied orbital energy	-2.97	eV